(1)
Density functional theory data (ωB97M-V/def2-TZVPD) for a cluster of 2 separate species, C2H6O in total at a distorted geometry.

Results
* max |F|: 2.90 eV Å⁻¹
* structure (SMILES): C=O.C
* ΔE to the lowest compared entry with this formula, charge and spin: 1.028 eV
* Kohn-Sham gap: 10.999 eV

ORCA input file:
```
! RIJCOSX wB97M-V def2-TZVPD def2/J DEFGRID3
* xyz 0 1
O 1.016 -0.238 1.133
C 1.682 -1.149 0.687
C -1.325 0.903 -0.516
H -0.480 1.300 -0.008
H 1.678 -1.456 -0.365
H 2.280 -1.874 1.259
H -2.054 1.746 -0.398
H -1.002 0.760 -1.563
H -1.795 0.008 -0.229
*
```

Here are the natural (NBO) charges for atoms 1 to 6, given in e: number 1, O, carries -0.4870; number 2, C, carries 0.2845; number 3, C, carries -0.8512; number 4, H, carries 0.2318; number 5, H, carries 0.0998; number 6, H, carries 0.1038

***

(2)
Density functional theory data (ωB97M-V/def2-TZVPD) for a structure of composition C3H5N2S at a distorted geometry.

Results
* max |F|: 4.43 eV Å⁻¹
* ΔE to the lowest compared entry with this formula, charge and spin: 1.482 eV
* Kohn-Sham gap: 11.543 eV

ORCA input file:
```
! RIJCOSX wB97M-V def2-TZVPD def2/J DEFGRID3
* xyz 1 1
S 0.312 -2.727 1.538
N 0.202 -0.556 0.339
N 1.259 -1.112 -0.184
C 1.476 -2.268 0.331
C -0.445 -1.234 1.252
C -0.345 1.087 -0.362
H -1.159 0.800 -1.004
H 0.559 1.396 -0.860
H -1.329 -0.870 1.744
H -0.610 1.646 0.521
H 2.301 -2.887 0.033
*
```

Here are the natural (NBO) charges for atoms 1 to 6, given in e: number 1, S, carries 0.5768; number 2, N, carries -0.1331; number 3, N, carries -0.2021; number 4, C, carries -0.1249; number 5, C, carries -0.1282; number 6, C, carries -0.2425

***

(3)
Density functional theory data (ωB97M-V/def2-TZVPD) for a cluster of 5 separate species, C24H47BO14P in total.

Results
* max |F|: 0.50 eV Å⁻¹
* Kohn-Sham gap: 3.901 eV

ORCA input file:
```
! RIJCOSX wB97M-V def2-TZVPD def2/J DEFGRID3
* xyz -1 1
P -5.986 0.435 -0.135
O -0.681 -1.958 -1.755
O 7.111 1.088 -2.575
O -0.295 0.430 3.871
O -8.923 1.179 -0.078
O -7.772 2.081 -1.901
O 5.850 -0.738 -2.174
O -1.050 -4.115 -2.322
O -1.735 0.972 5.516
O 4.010 -4.552 -1.987
O 6.056 0.883 -0.633
O 5.946 -5.264 -2.800
O 0.890 -3.533 -1.410
O -0.746 2.591 4.353
O 4.500 -6.746 -1.901
C 6.911 2.020 -0.485
C 2.854 -2.093 0.921
C -0.867 1.248 4.510
C -1.758 3.232 5.130
C -0.092 2.461 -0.691
C -2.056 2.187 6.192
C 2.007 1.002 -1.237
C -0.324 -3.087 -1.815
C -9.265 -0.045 0.542
C 2.921 -1.227 -0.344
C 0.897 -4.967 -1.446
C 7.229 2.363 -1.931
C 4.766 -3.363 -2.269
C -2.006 3.011 0.961
C 5.829 -3.892 -3.211
C -5.231 2.210 0.178
C 4.791 -5.629 -2.197
C -4.409 2.308 1.457
C 1.444 2.377 -0.829
C -2.948 1.862 1.321
C -0.549 2.557 0.768
C 2.651 0.258 -0.066
C -0.193 -5.250 -2.465
C 6.299 0.308 -1.826
B -7.714 1.272 -0.750
H -0.427 1.575 1.237
H 2.214 -1.592 -1.087
H 7.798 1.719 0.074
H 6.790 -3.398 -3.110
H -3.094 2.164 6.509
H -2.853 1.039 0.610
H -0.444 3.354 -1.214
H 5.511 -3.869 -4.255
H -4.916 1.691 2.211
H 0.648 -5.357 -0.458
H 0.192 -5.267 -3.487
H 0.127 3.231 1.304
H -4.717 -0.180 0.329
H 1.889 -2.594 1.002
H -9.079 -0.007 1.619
H 3.929 -1.311 -0.767
H 1.788 3.139 -1.533
H 8.230 2.757 -2.084
H 3.610 0.737 0.158
H 1.899 -5.266 -1.725
H 6.385 2.801 0.054
H 1.875 2.641 0.143
H 1.211 0.380 -1.654
H -0.755 -6.159 -2.271
H 5.181 -2.987 -1.337
H -10.330 -0.221 0.375
H -2.031 3.717 1.798
H -2.611 1.486 2.296
H -4.668 2.559 -0.696
H -5.493 0.409 -1.557
H 2.748 1.136 -2.033
H -6.487 0.451 1.300
H -1.405 2.286 7.063
H -0.550 1.585 -1.155
H -6.104 2.873 0.267
H -6.548 -0.956 -0.309
H 6.494 3.042 -2.366
H -8.695 -0.881 0.133
H -2.356 3.514 0.054
H 2.032 0.378 0.828
H 4.114 -2.608 -2.694
H -2.618 3.429 4.487
H 3.628 -2.864 0.936
H -7.650 1.525 -2.676
H -1.374 4.167 5.529
H -4.410 3.338 1.846
H 2.962 -1.483 1.820
*
```

Here are the Mulliken charges for atoms 1 to 6, given in e: number 1, P, carries -0.2214; number 2, O, carries -0.4673; number 3, O, carries -0.3586; number 4, O, carries -0.5134; number 5, O, carries -0.5143; number 6, O, carries -0.5461

***

(4)
Density functional theory data (ωB97M-V/def2-TZVPD) for a structure of composition C18H16ClMoN4O3.

Results
* max |F|: 0.99 eV Å⁻¹
* ΔE to the lowest compared entry with this formula, charge and spin: 0.140 eV
* Kohn-Sham gap (alpha / beta): 5.588 / 5.587 eV

ORCA input file:
```
! RIJCOSX wB97M-V def2-TZVPD def2/J DEFGRID3
* xyz 3 1
Mo 0.311 0.026 -0.745
Cl 4.040 5.074 3.063
O -0.488 -0.420 -4.748
O 1.382 1.453 -0.628
O 0.200 -0.758 -2.613
N -1.272 1.145 -1.758
N -0.649 -1.709 -0.024
N 0.108 0.390 1.364
N -1.328 0.820 -3.120
C -1.241 -0.417 3.327
C -0.876 -2.825 -0.736
C 3.263 4.022 1.979
C 3.577 4.066 0.617
C 2.959 3.210 -0.285
C -1.594 -3.903 -0.237
C -1.114 -1.647 1.275
C 2.029 2.325 0.212
C -1.889 -2.682 1.826
C -2.044 -1.433 3.879
C -2.124 -3.824 1.031
C 0.388 -1.489 -5.292
C 1.685 2.247 1.568
C 2.317 3.117 2.455
C -0.774 -0.526 2.040
C 0.735 1.295 2.062
C -2.359 -2.549 3.153
C -0.512 -0.162 -3.508
H 2.084 3.094 3.513
H -2.966 -3.337 3.582
H -0.466 -2.853 -1.735
H -2.153 0.891 -1.306
H -2.399 -1.324 4.895
H 0.089 -2.434 -4.851
H -1.734 -4.778 -0.855
H 0.558 1.333 3.132
H -1.167 2.157 -1.667
H 0.191 -1.464 -6.356
H 4.314 4.776 0.266
H -2.718 -4.638 1.430
H 3.207 3.232 -1.338
H -1.972 1.289 -3.748
H -1.018 0.440 3.949
H 1.419 -1.232 -5.068
*
```

Here are the natural (NBO) charges for atoms 1 to 6, given in e: number 1, Mo, carries 1.6994; number 2, Cl, carries 0.1677; number 3, O, carries -0.4035; number 4, O, carries -0.4761; number 5, O, carries -0.6809; number 6, N, carries -0.5848

***

(5)
Density functional theory data (ωB97M-V/def2-TZVPD) for an isolated molecule of C4H8O3.

Results
* max |F|: 0.86 eV Å⁻¹
* structure (SMILES): CO/C(O)=C/CO
* ΔE to the lowest compared entry with this formula, charge and spin: 2.685 eV
* Kohn-Sham gap: 9.014 eV

ORCA input file:
```
! RIJCOSX wB97M-V def2-TZVPD def2/J DEFGRID3
* xyz 0 1
O 1.179 0.163 -0.477
O -1.285 1.790 -1.910
O 0.480 -0.877 1.440
C -1.535 0.579 -1.184
C 0.200 -0.060 0.426
C -0.995 0.535 0.220
C 1.813 -1.332 1.665
H 0.836 0.998 -0.847
H -1.730 1.693 -2.765
H 2.042 -2.198 1.030
H -1.128 -0.273 -1.761
H -1.638 0.755 1.058
H 1.839 -1.643 2.712
H -2.616 0.407 -1.088
H 2.536 -0.536 1.480
*
```

Here are the natural (NBO) charges for atoms 1 to 6, given in e: number 1, O, carries -0.6862; number 2, O, carries -0.7413; number 3, O, carries -0.4837; number 4, C, carries -0.0999; number 5, C, carries 0.6575; number 6, C, carries -0.5032